# 1
A molecular structure, C24H32IrNS at a distorted geometry, computed with ωB97M-V with the def2-TZVPD basis set.

Results
- Gap between HOMO and LUMO (spin up / spin down): 0.205 / 0.243 hartree
- 2S+1: 6
- HOMO energy (spin up / spin down): -0.307 / -0.423 Eh
- Total charge: +1
- ⟨S²⟩: 8.848

Last column: Löwdin spin population.
Atoms and positions in Å:
1 C 0.46 2.03 -1.26  0.069
2 C -0.60 1.17 -1.68  0.106
3 C -0.01 -0.01 -2.26  0.062
4 C 1.42 0.07 -2.10  0.015
5 C 1.70 1.35 -1.48  0.067
6 Ir 0.58 0.04 -0.22  0.736
7 C 0.57 -3.02 0.82  0.378
8 C 0.77 -1.74 1.29  0.051
9 H 0.20 -1.38 2.20  0.007
10 C 2.00 -0.80 0.84  0.180
11 H 2.68 -1.51 0.31  0.002
12 H 2.32 -0.24 1.75  0.009
13 C -0.14 -4.00 1.77  0.053
14 H -0.94 -3.55 2.42  0.009
15 H -0.70 -4.80 1.24  0.004
16 H 0.66 -4.41 2.35  0.018
17 C 0.82 -3.40 -0.61  0.055
18 H 0.57 -2.64 -1.39  0.009
19 H 1.85 -3.63 -0.65  0.018
20 H 0.22 -4.26 -0.98  0.002
21 C -2.05 1.47 -1.63  0.092
22 H -2.30 2.01 -0.71  0.004
23 H -2.37 2.07 -2.49  0.012
24 H -2.62 0.53 -1.60  0.038
25 C -0.77 -1.05 -3.02  0.037
26 H -1.51 -1.50 -2.35  0.018
27 H -1.31 -0.60 -3.86  0.006
28 H -0.10 -1.83 -3.40  0.001
29 C 2.45 -0.86 -2.63  0.002
30 H 1.99 -1.64 -3.24  0.000
31 H 3.17 -0.32 -3.25  0.000
32 H 3.00 -1.33 -1.81  0.001
33 C 3.06 1.89 -1.19  0.011
34 H 3.82 1.12 -1.30  0.001
35 H 3.31 2.71 -1.88  0.003
36 H 3.11 2.29 -0.18  0.002
37 C 0.34 3.41 -0.71  0.009
38 H 0.95 3.53 0.20  0.002
39 H 0.70 4.15 -1.44  0.003
40 H -0.70 3.65 -0.48  0.000
41 C -3.18 -1.09 -0.74  1.146
42 C -2.49 -2.36 -0.28  0.681
43 C -4.53 -1.08 -0.94  0.139
44 C -2.87 -3.44 -1.19  0.073
45 H -1.48 -2.72 0.22  0.033
46 C -4.90 -2.27 -1.63  0.410
47 H -5.15 -0.36 -0.42  0.013
48 C -4.04 -3.35 -1.96  0.326
49 H -2.24 -4.38 -1.13  0.002
50 H -5.87 -2.32 -2.01  0.025
51 H -4.28 -4.18 -2.68  0.013
52 S 0.11 2.58 3.73  0.001
53 C -1.49 2.22 3.10  0.001
54 C -1.39 1.36 1.95  0.016
55 N -0.06 1.06 1.62  0.016
56 C 0.82 1.66 2.44  0.003
57 H -2.38 2.55 3.51  0.000
58 H -2.20 0.99 1.40  0.011
59 H 1.90 1.58 2.34  0.000


# 2
A molecular structure, C24H32MnN2O9PS2, computed with ωB97M-V with the def2-TZVPD basis set.

Results
- Gap between HOMO and LUMO (spin up / spin down): 0.245 / 0.255 hartree
- 2S+1: 6
- HOMO energy (spin up / spin down): -0.158 / -0.169 Eh
- Total charge: -1
- ⟨S²⟩: 8.755

Last column: Löwdin spin population.
Atoms and positions in Å:
1 Mn 0.03 0.63 -0.93  4.623
2 O 2.24 1.41 -4.29  0.010
3 C 1.77 1.45 -3.17  0.011
4 O 0.80 0.70 -2.76  0.069
5 C 2.40 2.38 -2.14  0.008
6 C 3.80 2.42 -2.17  0.000
7 C 4.52 3.22 -1.30  0.004
8 C 3.83 4.04 -0.42  0.001
9 C 2.45 4.02 -0.40  0.006
10 C 1.69 3.18 -1.22  0.009
11 S -0.07 3.22 -1.06  0.054
12 H 4.30 1.81 -2.91  0.000
13 H 5.61 3.22 -1.34  0.000
14 H 4.37 4.70 0.25  0.000
15 H 1.92 4.68 0.27  0.001
16 C -2.74 -2.34 -2.46  0.000
17 C -2.65 -0.85 -2.68  0.005
18 O -3.31 -0.15 -1.60  0.007
19 P -2.44 0.48 -0.40  0.036
20 O -3.39 1.69 0.04  0.006
21 C -3.49 2.82 -0.85  0.000
22 C -4.94 3.08 -1.17  0.000
23 O -2.65 -0.50 0.85  0.005
24 C -3.94 -1.02 1.22  0.002
25 C -3.72 -2.40 1.80  0.000
26 H -2.30 -2.86 -3.31  0.000
27 H -3.78 -2.66 -2.36  0.000
28 H -2.18 -2.63 -1.57  0.000
29 H -3.15 -0.52 -3.59  0.000
30 H -1.60 -0.54 -2.76  0.003
31 H -2.91 2.63 -1.76  0.000
32 H -3.01 3.66 -0.35  0.000
33 H -5.39 2.20 -1.63  0.000
34 H -5.04 3.92 -1.85  0.000
35 H -5.50 3.31 -0.26  0.000
36 H -4.58 -1.06 0.34  0.000
37 H -4.39 -0.34 1.95  0.000
38 H -3.24 -3.05 1.07  0.000
39 H -4.67 -2.84 2.09  0.000
40 H -3.08 -2.36 2.68  0.000
41 O 1.38 -5.79 -0.42  0.001
42 S 1.34 -4.59 0.37  0.001
43 O 1.34 -4.75 1.81  0.001
44 N 0.15 -3.60 -0.09  0.007
45 C 0.63 -2.44 -0.51  0.009
46 O -0.10 -1.46 -0.80  0.050
47 C 2.13 -2.36 -0.57  0.001
48 C 2.94 -1.33 -1.01  0.003
49 C 4.32 -1.51 -0.93  0.000
50 C 4.86 -2.68 -0.42  0.000
51 C 4.04 -3.72 0.01  0.000
52 C 2.68 -3.52 -0.08  0.000
53 H 2.54 -0.42 -1.43  0.002
54 H 4.97 -0.72 -1.28  0.000
55 H 5.94 -2.80 -0.37  0.000
56 H 4.45 -4.64 0.40  0.000
57 C 0.20 -1.34 2.59  0.000
58 N 0.29 0.05 3.01  0.007
59 C -0.03 0.30 4.40  0.001
60 C 0.64 1.00 2.14  0.013
61 C 0.65 2.45 2.58  0.001
62 O 0.97 0.74 0.97  0.039
63 H -0.54 -1.84 3.22  0.000
64 H 1.16 -1.85 2.69  0.000
65 H -0.13 -1.39 1.56  0.000
66 H 0.60 -0.32 5.04  0.000
67 H -1.08 0.04 4.60  0.000
68 H 0.13 1.34 4.66  0.000
69 H -0.34 2.74 2.94  0.000
70 H 0.89 3.04 1.71  0.000
71 H 1.37 2.61 3.38  0.000


# 3
A single C24H32N2O2 molecule, computed with ωB97M-V with the def2-TZVPD basis set.

Results
- Gap between HOMO and LUMO: 0.336 hartree
- HOMO energy: -0.311 Eh
- SMILES string: CC(C)N(C)C(=O)c1ccc(OC2CCN(CCc3ccccc3)CC2)cc1

Last column: Löwdin charge in e.
Atoms and positions in Å:
1 C -7.96 -2.02 0.85  -0.045
2 C -7.45 -0.95 -0.13  -0.391
3 C -7.81 -1.29 -1.57  -0.053
4 N -6.02 -0.73 0.02  -0.072
5 C -5.12 -1.75 -0.44  -0.040
6 C -5.60 0.41 0.64  -0.429
7 O -6.38 1.22 1.11  0.068
8 C -4.12 0.63 0.69  -0.172
9 C -3.49 0.73 1.92  -0.009
10 C -2.14 1.00 2.00  0.010
11 C -1.39 1.20 0.83  -0.254
12 O -0.07 1.47 1.03  -0.011
13 C 0.80 1.65 -0.07  -0.335
14 C 1.19 0.31 -0.72  -0.106
15 C 2.25 0.56 -1.79  -0.182
16 N 3.45 1.21 -1.29  -0.178
17 C 4.32 0.35 -0.51  -0.187
18 C 5.79 0.77 -0.68  -0.136
19 C 6.69 -0.21 0.02  -0.247
20 C 7.01 -0.04 1.36  -0.047
21 C 7.80 -0.96 2.02  -0.088
22 C 8.28 -2.08 1.35  -0.099
23 C 7.96 -2.26 0.02  -0.088
24 C 7.17 -1.34 -0.64  -0.048
25 C 3.11 2.46 -0.64  -0.174
26 C 2.06 2.33 0.47  -0.104
27 C -2.03 1.14 -0.40  -0.009
28 C -3.38 0.86 -0.46  -0.030
29 H -7.57 -3.00 0.59  0.068
30 H -9.04 -2.06 0.81  0.079
31 H -7.65 -1.77 1.86  0.084
32 H -7.91 0.01 0.15  0.136
33 H -7.44 -2.27 -1.85  0.073
34 H -8.89 -1.29 -1.68  0.079
35 H -7.40 -0.54 -2.25  0.083
36 H -4.16 -1.67 0.07  0.094
37 H -5.54 -2.73 -0.23  0.087
38 H -4.94 -1.67 -1.52  0.093
39 H -4.06 0.59 2.83  0.123
40 H -1.63 1.06 2.95  0.119
41 H 0.34 2.31 -0.82  0.151
42 H 0.32 -0.17 -1.16  0.111
43 H 1.59 -0.35 0.06  0.127
44 H 1.84 1.22 -2.57  0.124
45 H 2.54 -0.38 -2.27  0.119
46 H 4.21 -0.67 -0.87  0.127
47 H 4.08 0.34 0.57  0.122
48 H 5.94 1.77 -0.28  0.108
49 H 6.01 0.79 -1.75  0.119
50 H 6.65 0.83 1.89  0.112
51 H 8.05 -0.81 3.06  0.101
52 H 8.89 -2.80 1.86  0.099
53 H 8.32 -3.13 -0.51  0.101
54 H 6.92 -1.48 -1.69  0.112
55 H 2.72 3.13 -1.42  0.125
56 H 4.02 2.91 -0.24  0.114
57 H 1.81 3.31 0.87  0.123
58 H 2.45 1.72 1.29  0.116
59 H -1.50 1.31 -1.32  0.105
60 H -3.87 0.82 -1.43  0.122


Values of energy relative to the best compared isomer or geometry (same formula, charge and spin), in order: 14.8, 0.0, 177.2, all in kJ/mol.
Values of DFT total energy, in order: -40554.551, -109101.895, -32483.060, all in eV.